The following is a quantum chemistry calculation of the molecule C18H25N3O5S3, from OMol25.

```
! RIJCOSX wB97M-V def2-TZVPD def2/J DEFGRID3
* xyz 0 1
C -5.206 -1.466 0.685
C -3.874 -1.072 0.089
H -3.904 -0.984 -0.993
H -3.458 -0.172 0.530
S -2.699 -2.406 0.458
O -3.002 -3.570 -0.326
O -2.588 -2.577 1.879
C -1.152 -1.723 -0.125
N -1.034 -0.465 -0.345
C 0.209 -0.098 -0.722
C 1.128 -1.131 -0.802
N 2.393 -1.149 -1.255
C 3.329 -2.149 -0.786
C 4.106 -1.585 0.411
N 4.819 -0.402 -0.024
C 3.897 0.616 -0.495
C 3.081 0.060 -1.664
H 2.371 0.802 -2.022
H 3.755 -0.219 -2.479
H 4.471 1.479 -0.836
H 3.186 0.940 0.281
C 5.819 0.089 0.902
H 6.425 0.830 0.371
C 5.311 0.743 2.206
O 5.041 2.118 2.084
H 4.243 2.253 1.559
H 6.099 0.677 2.960
H 4.433 0.201 2.582
H 6.462 -0.756 1.159
H 4.829 -2.323 0.762
H 3.387 -1.381 1.225
H 2.797 -3.059 -0.510
H 4.027 -2.366 -1.598
S 0.312 -2.634 -0.362
S 0.368 1.688 -0.771
O 0.673 2.124 -2.111
O 1.299 2.074 0.262
C -1.287 2.181 -0.322
C -2.230 2.357 -1.314
C -3.535 2.649 -0.958
C -3.898 2.757 0.380
C -2.924 2.588 1.361
C -1.617 2.298 1.014
H -0.848 2.164 1.758
H -3.196 2.678 2.402
C -5.310 3.068 0.770
H -5.606 2.488 1.641
H -5.398 4.124 1.028
H -5.996 2.861 -0.047
H -4.282 2.789 -1.726
H -1.927 2.269 -2.345
H -5.091 -1.620 1.755
H -5.954 -0.695 0.513
H -5.547 -2.398 0.239
*
```

Computed properties:
Kohn-Sham gap = 8.517 eV
SMILES string = CCS(=O)(=O)c1nc(S(=O)(=O)c2ccc(C)cc2)c(N2CCN(CCO)CC2)s1
DFT total energy = -66283.33392 eV
highest occupied orbital energy = -8.282 eV